1.
This record from OMol25 describes one molecule with the formula C10H8F2O2. The level of theory is wB97M-V/def2-TZVPD.

Element x y z (Å)
C: 2.475 1.635 -0.638
C: 2.464 0.240 -1.041
C: 1.573 2.129 0.255
C: 1.363 -0.473 -0.711
C: 0.485 1.342 0.562
C: 0.416 -0.005 0.230
C: -2.373 0.539 0.695
C: -0.642 -0.857 0.565
C: -2.529 -0.130 -0.641
C: -0.618 -2.383 0.556
O: -2.799 1.647 0.928
O: -1.593 -0.294 1.448
F: -3.190 -1.323 -0.815
F: -2.835 0.631 -1.656
H: 3.331 2.399 -0.834
H: 3.401 -0.093 -1.695
H: 1.562 3.065 0.768
H: 1.377 -1.579 -0.967
H: -0.126 1.761 1.295
H: -1.599 -2.687 0.837
H: 0.132 -2.724 1.226
H: -0.275 -2.842 -0.367

The LUMO energy (spin up / spin down) comes out at -0.0215 / -0.0283 hartree. The gap between HOMO and LUMO (spin up / spin down) comes out at 7.30 / 7.68 eV.

=====

2.
This record from OMol25 describes C33H74BrNO13S2 as an isolated structure. The level of theory is wB97M-V/def2-TZVPD.

Element x y z (Å)
C: 0.349 1.237 -0.771
C: -1.178 1.242 -0.607
C: -1.858 0.069 -1.322
C: -1.796 -1.183 -0.439
N: -2.055 -2.438 -1.154
C: -2.593 -3.525 -0.302
C: -1.548 -4.419 0.342
C: -0.526 -3.713 1.234
C: 0.473 -4.705 1.845
O: 1.832 -4.324 1.541
C: 2.261 -4.690 0.343
O: 1.646 -5.282 -0.494
O: 3.578 -4.325 0.227
Br: 3.748 -2.869 -0.859
C: -1.128 -2.835 -2.088
S: 0.387 -2.259 -2.261
S: -1.786 -4.045 -3.242
C: -0.651 -5.454 -3.078
C: -0.035 -5.838 -4.431
C: 1.183 -4.979 -4.774
H: 0.798 0.419 -0.199
H: 0.637 1.128 -1.820
H: 0.744 2.177 -0.384
H: -1.402 1.169 0.466
H: -1.586 2.192 -0.960
H: -1.363 -0.108 -2.280
H: -2.913 0.276 -1.519
H: -0.849 -1.205 0.111
H: -2.594 -1.088 0.306
H: -3.248 -4.139 -0.915
H: -3.228 -3.051 0.453
H: -2.092 -5.152 0.955
H: -1.008 -4.993 -0.417
H: -1.042 -3.167 2.031
H: 0.053 -2.995 0.646
H: 0.296 -5.720 1.483
H: 0.431 -4.711 2.934
H: 0.152 -5.205 -2.379
H: -1.240 -6.281 -2.671
H: -0.786 -5.735 -5.219
H: 0.283 -6.883 -4.353
H: 0.891 -3.946 -4.975
H: 1.695 -5.369 -5.659
H: 1.892 -4.967 -3.940
C: 6.533 -0.216 -1.567
O: 5.822 0.971 -1.867
C: 5.202 1.567 -0.739
C: 5.991 2.756 -0.237
O: 7.253 2.367 0.276
C: 8.328 2.602 -0.614
H: 7.129 -0.469 -2.442
H: 7.195 -0.083 -0.708
H: 5.843 -1.042 -1.364
H: 5.075 0.833 0.064
H: 4.207 1.906 -1.047
H: 5.438 3.231 0.579
H: 6.111 3.491 -1.040
H: 8.533 3.674 -0.706
H: 8.126 2.190 -1.606
H: 9.206 2.113 -0.197
C: 2.656 3.511 1.471
O: 1.264 3.491 1.717
C: 0.922 3.035 3.018
C: 0.587 4.187 3.939
O: 1.720 5.000 4.181
C: 1.755 6.183 3.402
H: 2.818 4.047 0.535
H: 3.201 4.020 2.270
H: 3.041 2.490 1.361
H: 1.738 2.443 3.444
H: 0.047 2.385 2.920
H: 0.248 3.790 4.900
H: -0.228 4.779 3.509
H: 1.005 6.902 3.745
H: 1.591 5.973 2.342
H: 2.740 6.627 3.525
C: -7.209 -8.433 -1.358
O: -6.007 -8.116 -2.033
C: -5.912 -6.755 -2.418
C: -5.031 -5.963 -1.481
O: -5.584 -5.866 -0.177
C: -5.008 -6.764 0.751
H: -7.099 -9.440 -0.957
H: -7.405 -7.741 -0.535
H: -8.060 -8.420 -2.047
H: -6.906 -6.299 -2.467
H: -5.474 -6.724 -3.421
H: -4.924 -4.947 -1.871
H: -4.033 -6.414 -1.439
H: -3.983 -6.464 1.002
H: -4.994 -7.787 0.368
H: -5.613 -6.729 1.656
C: -5.659 -1.450 0.486
O: -4.991 -0.404 1.171
C: -4.912 0.800 0.421
C: -5.936 1.820 0.862
O: -7.259 1.392 0.595
C: -7.934 0.886 1.731
H: -5.816 -2.259 1.198
H: -6.626 -1.123 0.098
H: -5.051 -1.825 -0.346
H: -5.032 0.585 -0.645
H: -3.909 1.211 0.575
H: -5.769 2.748 0.307
H: -5.809 2.036 1.928
H: -8.180 1.691 2.432
H: -7.339 0.130 2.250
H: -8.860 0.432 1.381
C: 2.860 9.051 0.589
O: 3.517 8.474 1.703
C: 4.544 7.564 1.343
C: 5.918 8.181 1.469
O: 6.111 9.236 0.543
C: 5.976 10.525 1.111
H: 2.233 9.858 0.965
H: 3.573 9.459 -0.131
H: 2.223 8.315 0.086
H: 4.391 7.201 0.321
H: 4.480 6.705 2.019
H: 6.670 7.414 1.260
H: 6.072 8.536 2.493
H: 6.820 10.753 1.771
H: 5.046 10.620 1.677
H: 5.969 11.240 0.291

The LUMO energy comes out at -0.0306 hartree. The gap between HOMO and LUMO comes out at 7.31 eV.